(1)
An isolated molecule of C6H6N2. Source: the Open Molecules 2025 dataset; level of theory: ωB97M-V/def2-TZVPD.

ORCA input file:
```
! RIJCOSX wB97M-V def2-TZVPD def2/J DEFGRID3
* xyz 0 1
H -1.27 -2.50 0.28
N -1.57 -1.47 0.20
C -0.51 -0.80 -0.03
N 0.76 -1.42 -0.11
C 1.79 -0.63 -0.09
C 1.74 0.85 0.07
C 0.56 1.56 0.08
C -0.70 0.72 -0.03
C -1.92 1.21 -0.12
H 2.77 -1.14 -0.26
H 2.78 1.22 0.34
H 0.39 2.60 0.25
H -2.57 0.34 -0.41
H -2.19 2.25 -0.07
*
```

---

(2)
An isolated molecule of C6H6N2. Source: the Open Molecules 2025 dataset; level of theory: ωB97M-V/def2-TZVPD.

ORCA input file:
```
! RIJCOSX wB97M-V def2-TZVPD def2/J DEFGRID3
* xyz 0 1
C -2.93 0.70 0.04
C -1.72 0.65 0.04
C -0.30 0.61 -0.06
C 0.66 1.68 -0.08
N 1.86 1.14 0.07
N 1.86 -0.18 0.00
C 0.56 -0.52 -0.04
C 0.27 -2.02 -0.01
H -3.96 0.58 -0.15
H 0.35 2.66 -0.17
H 2.77 1.44 0.27
H -0.13 -2.23 -1.06
H 1.10 -2.43 0.33
H -0.40 -2.09 0.81
*
```

---

Of them, the most stable is (1) and the least stable is (2).

---

(1)
An isolated molecule of C4H8OS2. Source: the Open Molecules 2025 dataset; level of theory: ωB97M-V/def2-TZVPD.

ORCA input file:
```
! RIJCOSX wB97M-V def2-TZVPD def2/J DEFGRID3
* xyz 0 1
S 1.60 -2.03 -0.28
C 1.04 -0.63 0.74
C 0.03 0.27 0.12
C -1.45 0.02 0.29
S -1.92 -1.63 -0.27
C 0.43 1.72 -0.16
O 0.38 0.79 -1.20
H 1.69 -1.31 -1.44
H 0.66 -1.02 1.70
H 1.91 0.01 0.89
H -1.72 0.02 1.37
H -2.04 0.76 -0.24
H -1.65 -1.51 -1.56
H -0.37 2.45 -0.10
H 1.42 2.10 0.14
*
```

---

(2)
An isolated molecule of C4H8OS2. Source: the Open Molecules 2025 dataset; level of theory: ωB97M-V/def2-TZVPD.

ORCA input file:
```
! RIJCOSX wB97M-V def2-TZVPD def2/J DEFGRID3
* xyz 0 1
C -0.64 0.12 -0.44
C -0.92 0.59 -1.90
C 0.78 -0.31 -0.17
C 1.23 -0.25 1.35
O -0.07 3.15 -1.50
S 1.98 0.89 -1.13
S 0.42 1.94 -2.18
H -0.92 1.01 0.14
H -1.33 -0.66 -0.19
H -0.63 -0.09 -2.80
H -1.87 1.06 -2.04
H 1.07 -1.24 -0.69
H 0.92 -1.09 2.05
H 1.05 0.59 1.96
H 2.30 -0.24 1.29
*
```

---

(3)
An isolated molecule of C4H8OS2. Source: the Open Molecules 2025 dataset; level of theory: ωB97M-V/def2-TZVPD.

ORCA input file:
```
! RIJCOSX wB97M-V def2-TZVPD def2/J DEFGRID3
* xyz 0 1
C -0.45 1.47 -0.70
C -0.74 0.26 0.32
S -1.78 -1.19 -0.43
C 0.59 0.02 1.14
C 1.43 -0.91 0.17
O 0.77 -2.10 -0.15
S 2.84 -0.44 -0.57
H -1.30 2.13 -0.99
H 0.10 1.33 -1.65
H 0.00 2.23 -0.24
H -1.58 0.41 1.10
H -1.37 -1.22 -1.74
H 0.62 -0.60 2.11
H 1.12 0.83 1.42
H -0.23 -2.21 0.22
*
```

---

Of them, the most stable is (2) and the least stable is (3).

---

(1)
The ion C3H9N2 with charge +1. Source: the Open Molecules 2025 dataset; level of theory: ωB97M-V/def2-TZVPD.

ORCA input file:
```
! RIJCOSX wB97M-V def2-TZVPD def2/J DEFGRID3
* xyz 1 1
C 1.46 -1.50 0.93
C 0.61 -1.23 -0.30
N -0.45 -0.20 0.02
C -0.52 0.94 -0.59
N -1.27 1.96 -0.22
H 1.89 -0.59 1.35
H 0.84 -2.00 1.68
H 2.31 -2.12 0.66
H 1.18 -0.83 -1.14
H 0.01 -2.10 -0.54
H -0.66 -0.19 1.02
H -0.01 0.99 -1.55
H -1.73 1.95 0.68
H -1.54 2.62 -0.93
*
```

---

(2)
A structure of composition C3H9N2. Source: the Open Molecules 2025 dataset; level of theory: ωB97M-V/def2-TZVPD.

ORCA input file:
```
! RIJCOSX wB97M-V def2-TZVPD def2/J DEFGRID3
* xyz 1 1
C -0.95 -0.49 -1.90
C 0.42 0.71 -0.96
N -0.20 0.93 0.38
C 0.66 0.05 0.95
N 0.15 -0.91 1.76
H -0.84 -1.30 -1.20
H -1.85 0.16 -1.90
H -0.52 -0.48 -2.90
H 1.20 0.05 -1.26
H 0.28 1.55 -1.58
H -1.14 0.54 0.48
H 1.67 0.45 1.16
H 0.00 -1.82 1.28
H 0.81 -1.18 2.49
*
```

---

(3)
The ion C3H9N2 with charge +1. Source: the Open Molecules 2025 dataset; level of theory: ωB97M-V/def2-TZVPD.

ORCA input file:
```
! RIJCOSX wB97M-V def2-TZVPD def2/J DEFGRID3
* xyz 1 1
C -0.40 1.85 0.03
C 0.02 0.44 0.31
N 0.96 0.25 1.22
C -0.37 -0.44 -0.77
N -0.16 -1.90 -0.80
H -1.48 1.98 -0.29
H 0.24 2.36 -0.64
H -0.55 2.50 0.99
H 0.95 0.86 2.06
H 1.33 -0.61 1.40
H -1.22 -0.04 -1.40
H 0.46 -2.30 -1.55
H -1.10 -2.26 -1.05
H 0.25 -2.12 0.16
*
```

---

Of them, the most stable is (1) and the least stable is (2).

---

(1)
The ion C3H9N2 with charge +1. Source: the Open Molecules 2025 dataset; level of theory: ωB97M-V/def2-TZVPD.

ORCA input file:
```
! RIJCOSX wB97M-V def2-TZVPD def2/J DEFGRID3
* xyz 1 1
C 1.05 -0.26 -1.06
C 0.25 0.04 0.18
N 0.78 1.25 0.98
C -0.97 -0.37 0.53
N -1.92 -0.85 -0.37
H 1.74 0.50 -1.40
H 1.67 -1.13 -0.76
H 0.26 -0.52 -1.76
H 0.37 2.08 0.56
H 0.63 1.13 1.98
H 1.78 1.32 0.77
H -1.24 -0.65 1.54
H -1.66 -1.25 -1.25
H -2.73 -1.28 0.06
*
```

---

(2)
A cluster of 2 separate species, C3H9N2 in total. Source: the Open Molecules 2025 dataset; level of theory: ωB97M-V/def2-TZVPD.

ORCA input file:
```
! RIJCOSX wB97M-V def2-TZVPD def2/J DEFGRID3
* xyz 1 1
N -0.89 0.53 1.71
H -0.86 0.47 0.63
H -1.58 -0.11 2.08
H 0.07 0.26 2.03
H -1.15 1.44 2.00
C 0.95 0.42 -0.95
C 1.76 -0.36 -0.16
C -1.02 -0.63 -1.56
N -0.46 0.35 -0.97
H 1.44 1.11 -1.64
H 1.54 -1.19 0.48
H 2.83 -0.19 -0.04
H -2.13 -0.65 -1.59
H -0.48 -1.46 -2.04
*
```

---

(3)
The ion C3H9N2 with charge +1. Source: the Open Molecules 2025 dataset; level of theory: ωB97M-V/def2-TZVPD.

ORCA input file:
```
! RIJCOSX wB97M-V def2-TZVPD def2/J DEFGRID3
* xyz 1 1
C 0.16 -1.54 1.24
C 0.86 -0.33 0.74
N -0.06 0.60 0.11
C -0.21 0.72 -1.15
N -0.87 1.67 -1.77
H -0.74 -1.44 1.77
H -0.28 -2.18 0.53
H 0.72 -2.15 1.86
H 1.59 -0.59 -0.01
H 1.40 0.28 1.61
H -0.65 0.93 0.85
H 0.59 0.06 -1.66
H -0.89 1.77 -2.82
H -1.63 2.20 -1.31
*
```

---

Of them, the most stable is (3) and the least stable is (2).

---

(1)
The ion C3H9N2 with charge +1. Source: the Open Molecules 2025 dataset; level of theory: ωB97M-V/def2-TZVPD.

ORCA input file:
```
! RIJCOSX wB97M-V def2-TZVPD def2/J DEFGRID3
* xyz 1 1
C -2.11 0.55 0.70
C -0.82 0.67 1.04
N 0.17 -0.32 0.62
C 0.64 -0.11 -0.89
N 1.85 -0.72 -1.09
H -2.72 1.44 0.67
H -2.49 -0.37 0.28
H -0.55 1.40 1.79
H 0.97 -0.22 1.26
H -0.13 -1.27 0.80
H -0.23 -0.41 -1.45
H 0.69 0.98 -0.92
H 2.73 -0.21 -1.03
H 2.00 -1.43 -1.79
*
```

---

(2)
The ion C3H9N2 with charge +1. Source: the Open Molecules 2025 dataset; level of theory: ωB97M-V/def2-TZVPD.

ORCA input file:
```
! RIJCOSX wB97M-V def2-TZVPD def2/J DEFGRID3
* xyz 1 1
C 1.40 1.22 0.15
C 0.75 0.16 1.06
N -0.32 -0.66 0.47
C -0.95 -0.39 -0.63
N -1.93 -1.09 -1.16
H 0.99 2.20 0.40
H 2.46 1.20 0.38
H 1.28 1.07 -0.92
H 1.53 -0.51 1.38
H 0.35 0.67 1.92
H -0.55 -1.51 0.98
H -0.65 0.52 -1.12
H -2.11 -2.03 -0.84
H -2.26 -0.84 -2.08
*
```

---

(3)
The ion C3H9N2 with charge +1. Source: the Open Molecules 2025 dataset; level of theory: ωB97M-V/def2-TZVPD.

ORCA input file:
```
! RIJCOSX wB97M-V def2-TZVPD def2/J DEFGRID3
* xyz 1 1
C 0.45 0.95 1.06
C -0.20 -0.09 0.22
N -0.39 -1.40 0.93
C -0.34 -0.12 -1.11
N 0.15 0.74 -2.02
H 0.33 1.91 0.56
H -0.09 1.14 2.00
H 1.52 0.79 1.20
H 0.32 -1.49 1.66
H -1.27 -1.41 1.45
H -0.30 -2.21 0.32
H -0.69 -1.06 -1.52
H 0.60 1.60 -1.76
H -0.08 0.63 -2.99
*
```

---

Of them, the most stable is (2) and the least stable is (1).

---

(1)
A cluster of 2 separate species, C3H9N2 in total. Source: the Open Molecules 2025 dataset; level of theory: ωB97M-V/def2-TZVPD.

ORCA input file:
```
! RIJCOSX wB97M-V def2-TZVPD def2/J DEFGRID3
* xyz 1 1
C -2.14 -0.57 1.32
C -1.52 -1.66 0.89
H -2.27 0.34 0.75
H -2.65 -0.60 2.27
H -1.01 -1.76 -0.06
H -1.58 -2.54 1.50
N 2.30 1.08 -1.54
C 1.62 0.72 -0.47
N 0.32 0.76 -0.36
H 1.84 1.43 -2.37
H 3.29 1.22 -1.49
H 2.19 0.39 0.38
H -0.15 0.20 0.35
H -0.24 0.99 -1.17
*
```

---

(2)
A cluster of 2 separate species, C3H9N2 in total. Source: the Open Molecules 2025 dataset; level of theory: ωB97M-V/def2-TZVPD.

ORCA input file:
```
! RIJCOSX wB97M-V def2-TZVPD def2/J DEFGRID3
* xyz 1 1
C -2.35 0.40 -2.88
C -2.77 -0.85 -2.41
C -1.74 -1.94 -2.95
N -0.61 -2.41 -2.07
N -3.35 -1.21 -1.34
H -2.39 1.39 -2.40
H -1.85 0.61 -3.85
H -1.31 -1.53 -3.85
H 11.69 7.39 14.76
H -0.57 -3.41 -2.22
H -2.33 -2.81 -3.26
H -4.25 -0.89 -0.98
H -0.55 -2.30 -1.08
H 12.39 7.56 14.53
*
```

---

Of them, the most stable is (1) and the least stable is (2).

---

(1)
An isolated molecule of C6H6. Source: the Open Molecules 2025 dataset; level of theory: ωB97M-V/def2-TZVPD.

ORCA input file:
```
! RIJCOSX wB97M-V def2-TZVPD def2/J DEFGRID3
* xyz 0 1
C -0.56 0.86 -0.28
C -2.25 -0.68 -0.03
C -1.96 0.72 -0.07
C -0.58 -1.28 0.11
C 0.36 -0.22 -0.03
C 1.85 -0.01 0.30
H -0.13 1.68 -0.84
H -2.80 1.38 -0.10
H -0.55 -2.39 -0.13
H 2.36 -0.99 0.44
H 1.94 0.44 1.20
H 2.33 0.50 -0.58
*
```

---

(2)
An isolated molecule of C6H6. Source: the Open Molecules 2025 dataset; level of theory: ωB97M-V/def2-TZVPD.

ORCA input file:
```
! RIJCOSX wB97M-V def2-TZVPD def2/J DEFGRID3
* xyz 0 1
C 1.96 0.00 -0.28
C 0.75 0.03 0.29
C -0.40 0.58 0.89
C -1.35 0.87 -0.24
C -1.68 -0.39 -0.48
C -0.71 -0.96 0.48
H 2.17 -0.88 -0.89
H 2.75 0.75 0.09
H -0.47 0.91 1.84
H -1.51 1.80 -0.64
H -2.25 -0.95 -1.28
H -0.63 -1.92 0.88
*
```

---

Of them, the most stable is (2) and the least stable is (1).

---

(1)
The ion C5H12NO2 with charge +1. Source: the Open Molecules 2025 dataset; level of theory: ωB97M-V/def2-TZVPD.

ORCA input file:
```
! RIJCOSX wB97M-V def2-TZVPD def2/J DEFGRID3
* xyz 1 1
C -2.07 -0.88 -0.75
C -1.82 0.13 -0.03
N -2.43 1.28 0.67
O -0.13 0.27 0.44
C 0.61 -0.76 -0.13
O 0.33 -1.94 0.54
C 2.09 -0.28 0.20
C 2.37 0.84 -0.66
H -1.28 -1.65 -1.05
H -3.07 -1.06 -1.08
H -3.43 1.20 1.03
H -1.86 1.28 1.58
H -2.50 2.25 0.18
H 0.57 -0.90 -1.25
H 0.53 -2.12 1.46
H 2.15 0.07 1.23
H 2.51 -1.20 0.12
H 3.40 1.22 -0.39
H 2.46 0.66 -1.70
H 1.59 1.60 -0.41
*
```

---

(2)
The ion C5H12NO2 with charge +1. Source: the Open Molecules 2025 dataset; level of theory: ωB97M-V/def2-TZVPD.

ORCA input file:
```
! RIJCOSX wB97M-V def2-TZVPD def2/J DEFGRID3
* xyz 1 1
C 1.67 0.38 1.76
C 0.84 0.69 0.50
N 0.25 2.07 0.64
C -0.44 -0.30 0.28
C -0.24 -1.15 -1.08
C -1.70 -1.63 -1.48
O -2.32 -2.32 -0.81
O -1.92 -1.37 -2.80
H 1.66 -0.74 1.94
H 1.44 0.85 2.73
H 2.69 0.59 1.82
H 1.54 0.69 -0.36
H -0.33 2.15 1.39
H 1.03 2.74 0.90
H -0.20 2.40 -0.31
H -1.34 0.30 0.09
H -0.59 -0.94 1.04
H 0.12 -0.61 -1.93
H 0.39 -2.04 -0.98
H -2.54 -1.77 -3.34
*
```

---

(3)
A cluster of 2 separate species, C5H12NO2 in total. Source: the Open Molecules 2025 dataset; level of theory: ωB97M-V/def2-TZVPD.

ORCA input file:
```
! RIJCOSX wB97M-V def2-TZVPD def2/J DEFGRID3
* xyz 1 1
C -2.40 0.81 1.00
C 1.96 1.32 0.21
C 1.33 -0.99 0.30
C 1.47 0.21 -1.78
C -3.76 -0.75 -0.24
N 1.60 0.13 -0.52
O -1.31 0.46 0.55
O -3.58 0.48 0.53
H 2.31 2.23 -0.30
H 1.07 1.81 0.77
H 2.73 1.03 0.87
H 1.51 -1.88 -0.30
H 2.09 -0.87 1.15
H 0.30 -1.02 0.67
H -2.59 1.65 1.69
H 1.75 1.16 -2.35
H 1.09 -0.57 -2.33
H -2.72 -1.25 -0.46
H -4.26 -0.45 -1.22
H -4.53 -1.44 0.24
*
```

---

(4)
The ion C5H12NO2 with charge +1. Source: the Open Molecules 2025 dataset; level of theory: ωB97M-V/def2-TZVPD.

ORCA input file:
```
! RIJCOSX wB97M-V def2-TZVPD def2/J DEFGRID3
* xyz 1 1
C 0.70 -1.88 0.32
C 0.87 -0.37 0.07
C 0.94 0.42 1.37
C -0.27 0.10 -0.82
N 0.01 1.51 -1.41
C -1.69 0.24 -0.24
O -2.47 0.96 -0.81
O -1.95 -0.46 0.83
H 1.59 -2.25 0.83
H 0.67 -2.45 -0.61
H -0.17 -2.13 0.89
H 1.81 -0.24 -0.48
H 0.25 0.04 2.11
H 0.69 1.48 1.25
H 1.92 0.41 1.81
H -0.40 -0.54 -1.70
H 0.07 1.43 -2.42
H 0.95 1.79 -1.12
H -0.69 2.16 -1.07
H -2.82 -0.23 1.22
*
```

---

Of them, the most stable is (4) and the least stable is (1).

---

(1)
The ion C3H7N2O2S with charge -1. Source: the Open Molecules 2025 dataset; level of theory: ωB97M-V/def2-TZVPD.

ORCA input file:
```
! RIJCOSX wB97M-V def2-TZVPD def2/J DEFGRID3
* xyz -1 1
C -0.49 1.77 -0.13
C -1.40 0.71 -0.69
C -0.44 0.30 0.38
N 0.29 -1.44 -1.12
N 0.62 -0.39 -0.18
O 2.34 0.24 1.61
O 1.35 -1.82 2.04
S 1.98 -0.99 0.94
H 0.39 2.01 -0.75
H -0.87 2.52 0.50
H -2.44 0.75 -0.41
H -1.12 0.28 -1.59
H -0.78 0.08 1.38
H -0.59 -2.06 -0.86
H 1.16 -1.97 -1.11
*
```

---

(2)
A cluster of 2 separate species, C3H7N2O2S in total. Source: the Open Molecules 2025 dataset; level of theory: ωB97M-V/def2-TZVPD.

ORCA input file:
```
! RIJCOSX wB97M-V def2-TZVPD def2/J DEFGRID3
* xyz -1 1
C -0.84 0.70 -0.04
C -1.21 -1.75 0.31
C -0.60 -0.37 0.72
N 2.08 1.36 0.13
N 2.04 0.07 0.27
O -0.49 1.92 0.24
O -1.43 0.56 -1.33
S 2.81 -0.87 -0.76
H -2.29 -1.65 0.44
H -1.07 -2.16 -0.69
H -0.87 -2.70 0.89
H -0.36 -0.13 1.78
H 2.25 1.92 -0.65
H 1.15 1.71 0.50
H -1.19 1.38 -1.80
*
```

---

Of them, the most stable is (2) and the least stable is (1).

---

(1)
A structure of composition C5H9N2P. Source: the Open Molecules 2025 dataset; level of theory: ωB97M-V/def2-TZVPD.

ORCA input file:
```
! RIJCOSX wB97M-V def2-TZVPD def2/J DEFGRID3
* xyz 0 1
C 0.93 -1.45 0.86
C -0.58 1.15 -0.67
C 0.64 -0.90 -0.53
C 1.56 -0.12 0.40
C -0.73 -0.31 -0.89
N -0.23 1.18 0.80
N 1.02 0.96 1.17
P -1.86 -0.56 0.59
H 0.03 -1.49 1.48
H 1.62 -2.35 0.88
H 0.29 1.71 -1.37
H -1.53 1.84 -0.89
H 1.04 -1.35 -1.31
H 2.66 0.05 0.11
H -1.08 -0.62 -1.78
H -0.77 1.92 1.17
H -2.99 0.34 -0.05
*
```

---

(2)
A structure of composition C5H9N2P. Source: the Open Molecules 2025 dataset; level of theory: ωB97M-V/def2-TZVPD.

ORCA input file:
```
! RIJCOSX wB97M-V def2-TZVPD def2/J DEFGRID3
* xyz 0 1
C -1.59 -1.36 -2.88
C -0.34 -0.85 -0.72
C 1.61 -0.72 0.55
C -0.26 1.15 0.86
C 0.06 -0.34 0.59
N -0.34 -1.65 -2.79
N 0.27 -1.29 -1.72
P -2.51 -0.62 -1.44
H -2.29 -1.59 -3.74
H 2.09 -0.37 -0.41
H 1.70 -1.71 0.68
H 2.11 -0.21 1.47
H -1.36 1.36 0.46
H 0.35 1.80 0.34
H -0.21 1.23 1.89
H -0.41 -0.74 1.45
H -1.86 0.56 -1.47
*
```

---

Of them, the most stable is (2) and the least stable is (1).